Entry from the Open Molecules 2025 dataset: a molecular structure, C5H30B5Be3Cl10 (the ωB97M-V functional and the def2-TZVPD basis).

Last column: Löwdin charge in e.
Positions of all 53 atoms, in Å:
1 Be 1.11005 -0.10955 0.00085  0.82
2 Be 1.84328 -4.25233 0.10150  1.15
3 Be -1.64373 -2.75600 1.90704  1.03
4 B 0.22964 -4.45782 2.04081  -0.33
5 H -0.44751 -4.56382 1.20746  -0.04
6 H -0.33562 -4.47966 2.95965  0.00
7 H 0.94460 -5.26216 1.96265  0.00
8 H 0.71905 -3.49763 1.98836  -0.06
9 B 2.96530 -1.91949 -0.16853  -0.38
10 H 3.47088 -0.96822 -0.10757  0.00
11 H 3.66836 -2.66622 -0.50369  -0.01
12 H 2.59766 -2.19982 0.80640  -0.04
13 H 2.15635 -1.86436 -0.88043  -0.09
14 B 1.24377 2.12260 -1.20371  -0.44
15 H 0.25593 1.76895 -1.45537  -0.07
16 H 1.49145 3.00539 -1.77256  0.01
17 H 1.27221 2.31448 -0.14229  -0.07
18 H 2.01511 1.40102 -1.42415  -0.05
19 B -0.22616 -2.41953 -0.40636  -0.51
20 H -1.26640 -2.24531 -0.17880  -0.06
21 H -0.04573 -3.44788 -0.67872  0.00
22 H 0.10160 -1.71538 -1.15536  -0.05
23 H 0.41501 -2.24749 0.44425  -0.12
24 B -0.52880 -0.43332 2.08928  -0.38
25 H -1.28818 -0.38285 2.85415  -0.01
26 H 0.03392 0.48306 2.00083  -0.02
27 H 0.18453 -1.17747 2.40809  -0.03
28 H -0.96512 -0.61196 1.11873  -0.07
29 C 2.91524 1.48843 3.73554  -0.89
30 Cl 2.97190 0.83904 2.00382  0.57
31 Cl 3.61176 0.40130 4.96904  0.53
32 H 3.34776 2.48520 3.82193  0.04
33 H 1.88924 1.66515 4.05834  0.03
34 C -3.17679 3.51719 -1.73792  -0.88
35 Cl -3.87506 4.47745 -0.38370  0.49
36 Cl -2.64998 1.89190 -1.05933  0.51
37 H -3.96285 3.17425 -2.41068  0.02
38 H -2.48578 4.14490 -2.30058  0.05
39 C 0.99370 0.91680 -4.19152  -0.96
40 Cl -0.62237 1.08811 -4.88070  0.53
41 Cl 1.15796 -0.60681 -3.23334  0.57
42 H 1.80433 0.91637 -4.92019  0.04
43 H 1.10568 1.85837 -3.65392  0.00
44 C -3.94561 -1.61305 -1.33500  -1.00
45 Cl -4.02729 -2.22199 0.28017  0.61
46 Cl -3.14748 -2.76528 -2.38365  0.60
47 H -4.92179 -1.40409 -1.77263  0.06
48 H -3.36286 -0.69723 -1.23616  -0.03
49 C -0.63545 4.49385 0.42061  -0.99
50 Cl -1.05169 3.93614 2.05419  0.49
51 Cl -1.41173 6.11654 0.22523  0.45
52 H 0.43095 4.71704 0.45340  0.02
53 H -0.92314 3.76328 -0.33543  -0.04

- E_HOMO (Ha) = -0.4357
- HOMO-LUMO gap (eV) = 4.200
- M (g mol⁻¹) = 525.92
- net charge = +1